1.
C25H29N3O3 | the ωB97M-V functional and the def2-TZVPD basis

XYZ file:
```
60
C25H29N3O3, DFT the ωB97M-V functional and the def2-TZVPD basis
C 3.0817 5.5087 -0.6544
C 2.1611 4.3150 -0.4463
O 2.7758 3.0997 -0.8767
C 3.5954 2.4918 -0.0119
O 3.8312 2.9137 1.0904
C 4.2094 1.2406 -0.6194
C 3.1711 0.3892 -1.3528
C 2.2034 -0.2335 -0.3535
N 2.9263 -1.0675 0.5885
C 2.0118 -1.8087 1.4495
C 1.2715 -2.8334 0.6566
C 1.8122 -3.9711 0.0947
N 0.8422 -4.5638 -0.6280
C 0.9242 -5.7866 -1.3719
N -0.2927 -3.8791 -0.5797
C -0.0676 -2.8238 0.1959
C -1.1159 -1.8382 0.4418
C -1.9129 -1.4059 -0.6154
C -2.9028 -0.4645 -0.4207
C -3.1207 0.0567 0.8509
O -4.0378 1.0457 1.1046
C -5.2386 1.0579 0.4473
C -5.9003 -0.0993 0.0495
C -7.1413 -0.0057 -0.5531
C -7.7340 1.2286 -0.7574
C -7.0807 2.3786 -0.3461
C -5.8385 2.2988 0.2531
C -2.3361 -0.3743 1.9154
C -1.3460 -1.3144 1.7113
C 3.8519 -0.2605 1.3634
C 4.8894 0.3894 0.4522
H 3.9696 5.4035 -0.0358
H 2.5638 6.4215 -0.3745
H 3.3823 5.5750 -1.6974
H 1.2556 4.4042 -1.0502
H 1.8963 4.2229 0.6122
H 4.9565 1.5982 -1.3387
H 2.6209 0.9951 -2.0723
H 3.6867 -0.4110 -1.8860
H 1.4804 -0.8580 -0.8835
H 1.6409 0.5654 0.1676
H 2.6126 -2.3109 2.2140
H 1.3060 -1.1281 1.9535
H 2.8010 -4.3770 0.1612
H -0.0318 -5.9349 -1.8698
H 1.7193 -5.7297 -2.1176
H 1.1201 -6.6313 -0.7079
H -1.7416 -1.8159 -1.5988
H -3.5034 -0.1228 -1.2514
H -5.4464 -1.0646 0.2213
H -7.6498 -0.9080 -0.8594
H -8.7025 1.2935 -1.2296
H -7.5393 3.3449 -0.4956
H -5.3173 3.1846 0.5816
H -2.5194 0.0360 2.8966
H -0.7682 -1.6678 2.5523
H 4.3603 -0.9132 2.0783
H 3.3254 0.5252 1.9323
H 5.5536 1.0097 1.0548
H 5.4755 -0.3909 -0.0349
```

Calculated values
multiplicity: 1
HOMO level: -8.039 eV
orbital gap: 0.3236 hartree

2.
C19H23NO3 | the ωB97M-V functional and the def2-TZVPD basis

XYZ file:
```
46
C19H23NO3, DFT the ωB97M-V functional and the def2-TZVPD basis
C 3.1420 0.6468 -1.6935
C 2.1274 -0.2047 -0.9948
C 2.3167 -0.5845 0.3256
C 1.3828 -1.3744 0.9690
C 0.2307 -1.8002 0.3285
C -0.7877 -2.6995 0.9882
C -0.8338 -2.5560 2.5076
C -0.4991 -4.1526 0.5972
C 0.0321 -1.4062 -1.0026
O -1.1297 -1.8619 -1.5934
C -1.6246 -1.2255 -2.7457
C -2.2566 0.1660 -2.4377
N -1.9593 0.6034 -1.0973
C -0.9994 1.5213 -0.8417
O -0.5024 2.1870 -1.7516
C -0.5765 1.6703 0.5663
C -1.3033 1.1581 1.6419
C -0.8297 1.2518 2.9327
C 0.4013 1.8478 3.1752
C 1.1274 2.3818 2.1361
C 0.6444 2.3261 0.8261
O 1.3717 2.8997 -0.1361
C 0.9755 -0.6191 -1.6475
H 4.1156 0.1587 -1.6863
H 2.8525 0.8362 -2.7239
H 3.2416 1.6020 -1.1802
H 3.2008 -0.2587 0.8529
H 1.5565 -1.6575 1.9946
H -1.7728 -2.4376 0.5852
H 0.0464 -2.9985 2.9673
H -0.8880 -1.5084 2.7946
H -1.7087 -3.0714 2.8990
H -1.2331 -4.8195 1.0446
H -0.5390 -4.2642 -0.4831
H 0.4917 -4.4434 0.9401
H -0.8494 -1.1353 -3.5132
H -2.3937 -1.9050 -3.1215
H -3.3423 0.1135 -2.5551
H -1.8605 0.9248 -3.1149
H -2.2346 -0.0252 -0.3593
H -2.2708 0.7058 1.4776
H -1.4149 0.8642 3.7531
H 0.7831 1.9053 4.1836
H 2.0751 2.8686 2.3035
H 0.8693 2.8035 -0.9847
H 0.8238 -0.3033 -2.6683
```

Calculated values
multiplicity: 1
HOMO level: -8.175 eV
orbital gap: 0.3254 hartree

3.
C25H28CaN5O3S | the ωB97M-V functional and the def2-TZVPD basis

XYZ file:
```
63
C25H28CaN5O3S, DFT the ωB97M-V functional and the def2-TZVPD basis
Ca -0.0758 2.6510 0.4209
C 1.4724 3.4690 3.1528
C 2.5514 3.7572 2.0981
N 2.1966 3.1489 0.8001
C 2.5842 3.8958 -0.4139
C 1.9435 5.2904 -0.5083
S 0.1695 5.4316 -0.0683
C 0.2308 6.0365 1.6530
C -0.3755 5.1018 2.7029
N 0.0924 3.6996 2.6506
H 1.5338 2.4191 3.4437
H 1.6793 4.0556 4.0515
H 2.6692 4.8292 1.9606
H 3.5113 3.3966 2.4669
H 2.5822 2.2121 0.7370
H 3.6650 4.0299 -0.4873
H 2.2746 3.3012 -1.2770
H 2.4785 6.0245 0.0926
H 2.0225 5.6287 -1.5392
H 1.2655 6.2882 1.8791
H -0.3245 6.9721 1.6791
H -0.1882 5.5419 3.6864
H -1.4568 5.0712 2.5703
H -0.5456 3.1624 3.2291
O -3.5175 -0.4700 -0.1058
C -3.1163 -0.4800 -1.4010
C -3.6006 -1.4548 -2.2733
C -3.1920 -1.4896 -3.5924
C -2.2857 -0.5482 -4.0769
C -1.8083 0.4162 -3.2100
C -2.2032 0.4734 -1.8689
C -1.5893 1.5262 -1.0163
O -0.6980 2.2936 -1.5494
O -1.8720 1.6190 0.2244
H -4.1708 -1.1695 0.0146
H -4.3103 -2.1880 -1.9018
H -3.5883 -2.2551 -4.2493
H -1.9703 -0.5650 -5.1125
H -1.1123 1.1692 -3.5537
N 0.5422 -4.5952 -1.0830
C 0.2456 -5.9116 -0.7721
C 0.2922 -7.0906 -1.5190
C -0.0781 -8.2443 -0.8611
C -0.4819 -8.2298 0.4904
C -0.5242 -7.0578 1.2104
C -0.1480 -5.8787 0.5603
N -0.0845 -4.5795 1.0556
C 0.3354 -3.8661 0.0550
C 0.5516 -2.4075 0.1278
C 0.3743 -1.7551 1.3431
C 0.5478 -0.3929 1.3882
N 0.8836 0.3588 0.3216
C 1.0668 -0.2863 -0.8370
C 0.9145 -1.6522 -0.9748
H 0.8663 -4.2541 -1.9696
H 0.5973 -7.1053 -2.5575
H -0.0591 -9.1869 -1.3936
H -0.7625 -9.1612 0.9654
H -0.8332 -7.0383 2.2478
H 0.0860 -2.3200 2.2198
H 0.3868 0.1307 2.3269
H 1.3051 0.3245 -1.6992
H 1.0549 -2.0928 -1.9541
```

Calculated values
multiplicity: 1
HOMO level: -10.572 eV
net charge: +1
orbital gap: 0.2941 hartree

> Number 3 is which compound?

C25H28CaN5O3S